Record 1
Here is C2H3ClFNO as an isolated structure from the OMol25 dataset. Energies are from wB97M-V/def2-TZVPD.

Geometry as XYZ:
```
9
Properties=species:S:1:pos:R:3:lowdin_charge:R:1
C -2.56248 -0.93301 -0.04640 -0.47
C -0.11941 0.02213 0.37078 -0.23
N -1.48038 0.40133 0.66091 -0.45
O -2.16325 -1.86379 -0.60188 0.19
F -3.74835 -0.81788 0.35066 0.20
Cl -2.05300 1.93786 -0.08577 0.52
H 0.39854 0.84064 -0.19954 0.07
H 0.63611 -0.09016 1.22233 0.10
H -0.17905 -0.93542 -0.20222 0.07
```

- LUMO level: 0.004 Eh
- HOMO energy: -9.68 eV
- Kohn-Sham gap: 9.8 eV
- ΔE to the lowest compared entry with this formula, charge and spin: 72.5 kcal per mole

---

Record 2
Here is a 2-piece molecular cluster, C3H9N overall from the OMol25 dataset. Energies are from wB97M-V/def2-TZVPD.

Geometry as XYZ:
```
13
Properties=species:S:1:pos:R:3:lowdin_charge:R:1
C 2.56732 5.54297 2.14755 -0.16
N 1.93473 4.69045 1.45192 0.00
H 2.01664 6.39676 2.56300 0.05
H 3.59856 5.47449 2.52979 0.06
H 2.62503 4.26628 0.82204 0.04
C -1.06279 -3.56556 -1.70066 -0.17
C -2.06876 -3.07632 -0.67045 -0.19
H -0.10551 -3.76568 -1.22507 0.06
H -0.94331 -2.81031 -2.48930 0.06
H -1.48773 -4.34859 -2.33017 0.06
H -2.67609 -2.24095 -1.01966 0.06
H -2.75849 -3.85941 -0.34922 0.06
H -1.63959 -2.70413 0.27025 0.06
```

- LUMO level: 0.046 Eh
- HOMO energy: -9.93 eV
- Kohn-Sham gap: 11.2 eV
- SMILES: C=N.CC
- ΔE to the lowest compared entry with this formula, charge and spin: 38.9 kcal per mole

---

Record 3
Here is C32H58BInN8O as an isolated structure from the OMol25 dataset. Energies are from wB97M-V/def2-TZVPD.

Geometry as XYZ:
```
101
Properties=species:S:1:pos:R:3:lowdin_charge:R:1
In -0.01555 0.82816 -0.75559 1.08
C 0.87825 3.57116 1.22361 -0.06
C 0.76555 2.88706 2.58161 -0.34
C 2.04235 3.08456 3.41051 -0.04
C 0.47225 1.41906 2.48411 -0.21
C 0.46255 0.55916 3.57241 0.06
C 0.26175 -0.71994 3.07401 -0.16
C 0.17795 -1.94324 3.93121 -0.36
C -1.05795 -1.82074 4.83331 -0.04
C 1.46105 -2.09654 4.75781 -0.04
N 0.13535 -0.62584 1.73741 0.07
N 0.25735 0.68606 1.37721 0.03
B 0.03275 -1.77354 0.70171 -0.49
N 1.24725 -1.70604 -0.25649 0.08
N 1.49035 -0.62284 -1.04239 0.01
C 2.61175 -0.81634 -1.74249 -0.23
C 3.11135 -2.06144 -1.39669 0.08
C 2.23595 -2.59594 -0.45779 -0.15
C 2.44565 -3.94824 0.15171 -0.33
C 2.65465 -3.90384 1.66661 -0.03
C 1.33845 -4.92674 -0.23989 -0.03
C 3.14195 0.18896 -2.71389 -0.36
C 3.57575 1.46046 -1.97389 -0.05
C 4.30735 -0.40034 -3.50589 -0.05
N -1.29585 -1.70004 -0.10309 0.07
N -1.42765 -0.75944 -1.08689 0.02
C -2.49065 -1.06004 -1.84759 -0.22
C -3.08155 -2.18904 -1.30779 0.06
C -2.31175 -2.58054 -0.21729 -0.14
C -2.71875 -3.80254 0.56011 -0.33
C -2.53575 -5.04784 -0.32279 -0.03
C -2.11035 -4.04044 1.93581 -0.05
C -2.91555 -0.39904 -3.12409 -0.34
C -1.84715 0.52336 -3.70289 -0.05
C -4.27475 0.28976 -2.94159 -0.03
H 1.29735 4.56586 1.35211 0.10
H -0.11305 3.66616 0.77721 0.06
H 1.53405 3.01006 0.54691 0.07
H -0.06425 3.35306 3.12941 0.16
H 2.89645 2.62616 2.91801 0.10
H 1.93085 2.64956 4.39621 0.08
H 2.23895 4.14396 3.54231 0.09
H 0.59115 0.81896 4.60321 0.13
H 0.05965 -2.83184 3.31021 0.09
H -0.95125 -1.00304 5.54221 0.09
H -1.19385 -2.74584 5.38701 0.09
H -1.94885 -1.63924 4.23301 0.08
H 1.56295 -1.29654 5.48661 0.08
H 2.33415 -2.08674 4.10891 0.08
H 1.43655 -3.04424 5.29031 0.09
H 0.06195 -2.78714 1.26951 0.09
H 3.99335 -2.53614 -1.77479 0.13
H 3.37955 -4.31214 -0.29099 0.14
H 1.73175 -3.70754 2.19881 0.05
H 3.38205 -3.14014 1.93051 0.09
H 3.03405 -4.86504 1.99941 0.09
H 0.38275 -4.61064 0.16261 0.04
H 1.57055 -5.91174 0.15471 0.10
H 1.25955 -4.99744 -1.32219 0.10
H 2.32235 0.44896 -3.40429 0.14
H 4.37955 1.23606 -1.27529 0.10
H 2.73355 1.89296 -1.41899 0.04
H 3.93835 2.19676 -2.68769 0.09
H 5.13165 -0.64404 -2.83999 0.09
H 4.66465 0.31216 -4.24369 0.09
H 4.00075 -1.30544 -4.02299 0.09
H -3.96005 -2.67784 -1.67459 0.14
H -3.79875 -3.67004 0.70841 0.15
H -1.49335 -5.18904 -0.59069 0.07
H -3.11435 -4.97634 -1.23869 0.08
H -2.86675 -5.92714 0.22241 0.09
H -1.10285 -4.44054 1.86861 0.07
H -2.71645 -4.77864 2.45491 0.10
H -2.10805 -3.12684 2.52111 0.06
H -3.06815 -1.21414 -3.84269 0.16
H -1.73625 1.43476 -3.11669 0.04
H -2.12665 0.80976 -4.71449 0.10
H -0.88395 0.00206 -3.74409 0.09
H -4.25785 0.99946 -2.11889 0.06
H -5.04315 -0.44774 -2.72819 0.09
H -4.55425 0.81676 -3.84879 0.09
C -2.72655 2.74036 -0.49119 -0.02
N -2.06935 3.93366 -0.99099 -0.09
C -2.83835 5.15856 -0.86449 -0.01
C -0.84025 3.82096 -1.52899 -0.43
O -0.36875 2.63306 -1.72009 -0.13
N -0.08445 4.84186 -1.95719 -0.08
C 1.15775 4.54936 -2.65779 -0.01
C -0.13635 6.25386 -1.60509 -0.01
H -3.79675 2.92046 -0.44109 0.11
H -2.37205 2.48296 0.51631 0.11
H -2.57035 1.88686 -1.15069 0.05
H -3.82675 4.91316 -0.48809 0.10
H -2.97075 5.64616 -1.83019 0.11
H -2.38915 5.83556 -0.13959 0.10
H 1.18495 3.51506 -2.98899 0.09
H 2.01955 4.75436 -2.01779 0.11
H 1.21815 5.19346 -3.53489 0.11
H -1.13605 6.64666 -1.49199 0.07
H 0.34105 6.81726 -2.40619 0.10
H 0.43325 6.42846 -0.68729 0.11
```

- Net charge: +2
- LUMO level: -0.205 Eh
- HOMO energy: -14.26 eV
- Kohn-Sham gap: 8.7 eV

---

Record 4
Here is an isolated ion of composition C3H4NO and charge +1 from the OMol25 dataset. Energies are from wB97M-V/def2-TZVPD.

Geometry as XYZ:
```
9
Properties=species:S:1:pos:R:3:lowdin_charge:R:1
C 0.71869 -0.08290 -0.12430 -0.27
C -0.50690 0.70630 -0.05070 0.02
C -0.59034 -0.79167 0.06233 0.07
N 1.90661 -0.10857 -0.64164 0.38
O 2.05563 0.03624 0.62716 0.26
H -0.76562 1.37266 0.76072 0.15
H -0.89270 1.21720 -0.85884 0.11
H -0.88697 -1.01725 1.01264 0.11
H -1.03840 -1.33200 -0.78737 0.16
```

- Net charge: +1
- LUMO level: -0.319 Eh
- HOMO energy: -18.22 eV
- Kohn-Sham gap: 9.5 eV
- ΔE to the lowest compared entry with this formula, charge and spin: 131.7 kcal per mole

---

Record 5
Here is C17H45IrN2O2SSi3 as an isolated structure from the OMol25 dataset. Energies are from wB97M-V/def2-TZVPD.

Geometry as XYZ:
```
71
Properties=species:S:1:pos:R:3:mulliken_spin:R:1
Ir -0.19286 -0.29045 -0.31002 0.87
C -0.14848 -0.63040 -3.47146 -0.01
O -0.42348 0.16729 -2.27861 0.04
Si -1.60691 1.45125 -2.08591 0.04
C -1.24925 2.89071 -3.16455 0.02
C -3.22949 0.66920 -2.47460 0.00
C -1.02882 1.48367 -0.22198 0.02
Si 0.15895 2.99515 0.26465 0.03
C 1.45178 3.13522 -1.08814 -0.01
C 0.95837 2.53657 1.89376 0.00
C -0.83013 4.56117 0.32743 0.00
Si -2.57463 1.42606 1.05612 0.00
C -3.71084 2.59918 0.14484 0.00
C -2.15761 2.06859 2.73922 0.00
C -3.35232 -0.26353 1.22965 0.00
H -1.09215 -0.89200 -3.94434 0.00
H 0.36952 -1.53916 -3.17499 0.00
H 0.46269 -0.03685 -4.14754 0.00
H -1.48993 2.61203 -4.19558 0.00
H -0.22596 3.25306 -3.13166 0.00
H -1.91998 3.71583 -2.90701 0.00
H -3.14796 0.17152 -3.44656 0.00
H -4.00766 1.42429 -2.59666 0.00
H -3.57413 -0.06480 -1.74593 0.00
H 1.40295 2.36581 -1.86043 0.00
H 2.45343 3.12193 -0.65181 0.00
H 1.34934 4.09982 -1.58938 0.00
H 0.94644 1.46140 2.09647 0.00
H 0.46646 3.02974 2.73126 0.00
H 1.99880 2.87009 1.90197 0.00
H -1.23653 4.82513 -0.65098 0.00
H -0.12407 5.35578 0.59270 0.00
H -1.63351 4.58857 1.06177 0.00
H -3.21540 3.39376 -0.41429 0.00
H -4.29128 3.09614 0.93097 0.00
H -4.42008 2.08526 -0.49957 0.00
H -1.87900 3.12123 2.74790 0.00
H -1.39635 1.50353 3.27193 0.00
H -3.08409 1.98179 3.31876 0.00
H -3.28128 -0.91882 0.35922 0.00
H -4.41776 -0.10124 1.42150 0.00
H -2.96011 -0.78465 2.10473 0.00
C -2.79609 -3.71846 1.55862 0.00
N -1.54190 -3.07477 1.13957 0.00
C -1.13692 -3.37726 -0.22929 0.01
C -0.86979 -2.22671 1.91762 0.00
O -0.12791 -1.25833 1.39253 0.01
N -0.84548 -2.33321 3.23240 0.00
C -0.36418 -1.24187 4.08442 0.01
C -1.07648 -3.60365 3.93987 0.00
H -3.51996 -3.59147 0.75337 0.00
H -3.18805 -3.24072 2.45047 0.00
H -2.66132 -4.78403 1.73736 0.00
H -1.25493 -4.44801 -0.39661 0.00
H -0.08215 -3.15082 -0.38332 0.00
H -1.76204 -2.85465 -0.95920 0.00
H -0.34747 -0.31018 3.53173 0.00
H 0.63792 -1.46740 4.45001 0.00
H -1.03262 -1.14694 4.93864 0.00
H -0.98838 -4.43995 3.25424 0.00
H -2.04934 -3.61589 4.42813 0.00
H -0.30420 -3.69661 4.70109 0.00
C 2.91160 -0.07902 -1.74824 0.00
S 1.99528 -0.95006 -0.47225 -0.01
C 2.88903 -0.44641 1.00341 0.00
H 3.89187 -0.55766 -1.77616 0.00
H 3.00420 0.97276 -1.49970 0.00
H 2.41967 -0.22393 -2.70537 0.00
H 2.94423 0.63826 1.05846 0.00
H 3.88413 -0.88254 0.90729 0.00
H 2.38122 -0.86542 1.86772 0.00
```

- Net charge: +3
- LUMO level (spin up / spin down): -0.426 / -0.443 Eh
- Expectation value of S²: 0.756
- HOMO energy (spin up / spin down): -18.29 / -18.29 eV
- 2S+1: 2
- Kohn-Sham gap (spin up / spin down): 6.7 / 6.2 eV
- ΔE to the lowest compared entry with this formula, charge and spin: 2.2 kcal per mole

---

no.,strongest force on any atom (hartree/bohr)
1,0.0938
2,0.0417
3,0.0194
4,0.0727
5,0.0043